Record 1
Here is a cluster of 3 separate species, C30H65ClIN3O5P2 in total at a distorted geometry from the Open Molecules 2025 dataset. Energies are from wB97M-V/def2-TZVPD.

XYZ file:
```
107
Properties=species:S:1:pos:R:3:mulliken_charge:R:1
I 2.81550 1.10100 5.13494 -0.132
Cl 6.38792 0.91078 -1.24192 -0.221
P 2.30683 2.72308 3.35811 0.246
P 4.53320 3.35178 1.53004 0.704
O 0.99749 1.17532 0.82344 -0.272
O 8.68437 4.16039 -0.37948 -0.435
O 1.88357 -3.36126 2.67107 -0.471
O 5.87599 2.60852 2.29246 -0.422
O 0.58376 2.72488 3.25396 -0.423
N 4.19704 4.78782 2.50299 -0.732
N -7.44492 -5.63519 -1.90277 0.082
N -4.27048 -0.88369 0.97784 0.173
C 8.96072 2.89756 0.24094 -0.407
C 1.19537 3.73758 0.36590 -0.851
C 4.13842 5.18978 -1.54666 0.033
C -3.76884 -3.23400 0.10899 -0.879
C 1.40606 -1.34660 0.97793 -0.533
C 4.32853 0.04787 0.39718 -1.303
C -8.63405 -5.88687 -2.70653 -0.733
C 2.67722 -2.13528 3.36560 -0.800
C 3.29966 0.59359 1.46783 0.631
C 3.03532 2.14205 1.67093 0.352
C 6.79399 5.45707 -1.45755 -0.820
C 4.56064 0.91189 -0.90804 2.009
C -5.58230 -5.66274 -3.66034 -1.068
C 7.30972 4.55874 -0.22574 0.787
C 1.87987 2.30453 0.54574 -0.515
C -8.79065 -5.10104 -4.01004 -0.970
C 5.37067 6.11971 -1.09339 -0.542
C 3.91304 0.13671 -2.16115 -1.304
C -8.44074 -3.68485 -0.69467 -1.544
C 1.76923 0.11784 1.44153 -0.128
C -7.25208 -4.26325 -1.45258 0.015
C -6.21676 -6.25063 -2.39929 -0.607
C 2.48244 -2.41053 1.72127 0.419
C 2.77525 5.57218 -0.82418 -0.600
C -4.59503 -2.25035 3.11943 -0.969
C -4.47024 -1.88463 -0.06139 -0.590
C 1.60399 4.49440 -0.97797 -0.672
C -5.02976 -1.10338 2.20627 -0.558
C -2.89215 -0.47915 1.22366 -0.430
C -2.15686 0.00463 -0.01977 -0.770
H -6.39126 -7.31991 -2.55898 0.347
H 4.30281 0.63314 -3.10085 0.419
H -4.99796 -0.17647 2.79049 0.376
H 3.75536 0.21622 2.44595 0.215
H -4.89969 -3.21945 2.72385 0.225
H 4.07254 -1.00836 0.05034 -0.096
H 6.67581 3.62471 -0.24774 -0.603
H -5.51763 -4.57361 -3.62725 0.264
H -8.19105 -5.52692 -4.81384 0.287
H -4.56330 -6.04428 -3.77014 0.386
H 0.68158 5.08487 -1.29450 0.417
H -4.30444 -3.88432 0.80031 0.276
H -6.12556 -5.95389 -4.55938 0.311
H 0.07385 3.55343 0.31557 0.375
H 3.82865 -2.14460 3.14233 0.160
H 2.78833 0.08515 -2.10998 0.245
H 1.49681 -1.54141 -0.12841 0.302
H 5.32880 7.07187 -1.71372 0.400
H -8.69848 -6.95615 -2.93088 0.377
H 2.80798 -2.87659 4.20086 0.451
H -4.15273 -1.45461 -1.01701 0.299
H -3.73557 -3.75379 -0.85366 0.296
H -5.07493 -2.14346 4.09622 0.402
H 2.41769 6.53671 -1.32175 0.506
H 1.78385 3.76398 -1.83692 0.300
H -8.52610 -4.04801 -3.89936 0.243
H -3.51696 -2.26431 3.28904 0.245
H -1.15761 0.35063 0.25533 -0.056
H 3.43215 -2.73099 1.11182 0.370
H -9.83363 -5.13980 -4.33804 0.374
H 5.33798 -0.06340 0.91481 0.513
H -2.73911 -3.13067 0.45582 0.260
H 0.40538 -1.63794 1.41832 0.162
H -5.47196 -6.20854 -1.59598 0.373
H -8.19518 -2.68242 -0.33495 0.437
H 1.38779 4.42373 1.24775 0.237
H -9.51421 -5.69290 -2.08488 0.381
H 3.28575 5.19851 2.28805 0.273
H 5.56353 2.42387 3.20849 0.346
H 4.38948 -0.89928 -2.14216 0.366
H -6.08762 -1.23572 1.95469 0.307
H 4.23171 1.98278 -0.87053 -1.356
H 1.46502 0.16259 2.53596 -0.084
H 7.20937 5.15839 0.73425 0.165
H 4.94333 5.47596 2.36388 0.306
H -2.03120 -0.79121 -0.75803 0.256
H -7.01053 -3.59260 -2.28751 0.254
H 0.30152 2.88842 4.17901 0.344
H -9.32567 -3.59229 -1.32771 0.356
H 2.98718 5.84584 0.24982 0.183
H -2.89240 0.34977 1.93879 0.431
H -2.68286 0.83912 -0.49034 0.337
H 8.10511 2.46584 0.83601 0.103
H -5.54270 -2.06055 -0.19343 0.222
H 6.66153 4.71471 -2.31407 0.262
H 9.85319 2.94832 0.94765 0.248
H 9.20958 2.13560 -0.57141 0.171
H 7.57959 6.22308 -1.71294 0.360
H -8.69296 -4.29998 0.17245 0.321
H 2.17012 2.06920 -0.52948 0.030
H -2.30708 -1.28722 1.68276 0.217
H 4.05040 5.21297 -2.68368 0.459
H 5.31219 6.33589 0.02435 0.214
H 4.41182 4.13367 -1.25400 -0.463
H -6.39504 -4.23480 -0.77191 0.144
```

The charge is 0. As for the HOMO energy: -0.2964 hartree. Its structure (SMILES) is COCCCCCCC[C@@H]1O[C@@H](C[C@H]2CO2)[C@@H](C[C@H](C)Cl)[C@]1(P(N)O)P(O)I.CCN(CC)CC.CCN(CC)CC.

Record 2
Here is a cluster of 3 separate species, C30H65I2N4O7P in total at a distorted geometry from the Open Molecules 2025 dataset. Energies are from wB97M-V/def2-TZVPD.

XYZ file:
```
109
Properties=species:S:1:pos:R:3:mulliken_charge:R:1
I 0.11733 -2.42876 3.96928 0.000
I 4.32122 0.72219 3.82212 -0.028
P -0.50470 -3.09836 -1.48667 0.025
O -5.93117 -2.37650 1.60591 -0.423
O 2.79399 1.33883 -2.58000 -0.351
O -0.67052 3.78795 1.44857 -0.362
O -2.23001 2.24454 2.65261 -0.454
O 1.94005 5.53134 -4.05390 -0.307
O 1.45485 -2.58870 0.35563 -0.118
O -9.38413 0.48890 1.01835 -0.337
N 4.45241 -2.55711 2.67285 -0.401
N 3.02692 2.99454 -5.24474 -0.327
N 3.79899 -2.50625 -0.11997 0.058
N -7.72776 -0.46226 3.33923 -0.341
C -5.47325 -1.32227 2.45689 -0.246
C 0.85219 0.14755 0.79258 0.742
C -1.60863 3.44666 2.53192 0.158
C -6.84993 -1.96305 0.60245 -0.704
C -6.40858 -1.02746 3.64759 -0.990
C 2.72776 -1.89208 0.74857 0.046
C 8.99681 -2.32811 -0.35530 -0.935
C -10.46779 -0.39765 1.26085 -0.721
C 1.37503 -2.75569 -1.10147 0.149
C 6.34064 -2.39732 -0.74837 -0.687
C 0.79265 1.68744 1.41419 -0.182
C 2.21401 1.00088 -3.84280 -0.341
C 2.41451 2.61605 -2.08332 -0.368
C 7.55685 -1.67308 0.13340 -0.219
C -1.62870 -1.76499 -0.71297 0.054
C -0.79216 -4.83755 -0.66869 -0.974
C -7.66851 0.86396 2.71601 -0.143
C 1.70735 3.57960 -5.50394 -0.132
C -3.19552 -2.31697 -0.90246 -0.820
C -9.03747 1.28232 2.16037 -0.803
C 2.99909 1.53898 -5.05672 -1.057
C 2.43818 -0.30421 0.50546 0.055
C 2.44661 -0.31804 4.17812 0.104
C -0.33603 2.62443 0.61244 0.049
C 2.98280 -2.34489 2.31640 -0.511
C 1.43340 0.33843 5.33693 -1.004
C 3.21188 6.12287 -3.82667 -0.726
C 1.74690 5.11176 -5.41056 -0.823
C 4.91535 -1.56406 -0.47996 0.201
C 2.10035 -1.54918 3.43276 -0.707
H 2.50326 5.53672 -6.08669 0.390
H 4.64652 -0.88380 -1.42357 -0.153
H 7.33273 -1.90395 1.27422 0.181
H 0.34954 0.52758 4.93865 0.284
H 1.92704 -3.73360 -1.50687 0.289
H -5.22753 -0.42758 1.87754 0.347
H -10.16447 -1.20859 1.92774 0.308
H 4.04363 1.22199 -4.94929 0.422
H 0.30308 -0.56306 1.54171 -0.307
H -1.73547 -5.38578 -1.09315 0.332
H -6.59323 -1.97268 4.17250 0.371
H 4.68852 -3.50986 2.31847 0.407
H 1.40194 2.90030 -2.38358 0.335
H 2.55298 -0.12236 -0.67058 -0.482
H -10.76964 -0.83578 0.30675 0.237
H 0.96846 3.22483 -4.77711 0.121
H -8.97090 2.31821 1.81360 0.390
H -7.34061 1.59859 3.46016 0.398
H 0.28037 0.22082 -0.25264 0.070
H 0.22568 -5.43009 -0.86142 0.313
H -1.82800 4.22144 3.41223 0.314
H 1.15290 1.26488 -3.87171 0.356
H -6.95742 0.87727 1.88279 0.138
H -6.66688 -0.94056 0.26004 0.314
H -1.56442 -0.81404 -1.43055 0.184
H 3.19783 0.43476 1.00159 0.180
H 7.53731 -0.53031 -0.12409 0.276
H -5.89616 -0.36892 4.35471 0.412
H 3.41729 3.41720 -4.40633 0.102
H 0.59272 1.71833 2.56701 0.011
H 6.25251 -3.49709 -0.35459 0.262
H 1.37279 3.28703 -6.50566 0.405
H -1.25733 2.00063 0.24107 0.265
H 1.63823 -1.79788 -1.72743 -0.346
H 8.80952 -3.44869 -0.69651 0.262
H 3.41187 6.92060 -4.54989 0.343
H 4.12141 -3.43976 0.21082 0.410
H -11.32650 0.13402 1.68438 0.341
H 5.19316 -0.77947 0.37445 0.024
H -1.40178 -1.51465 0.40756 0.060
H -4.52363 -1.67587 2.87628 0.383
H 0.20501 3.04620 -0.35306 -0.177
H 3.13573 3.36933 -2.40472 0.047
H -3.53385 -2.25184 -2.04451 0.288
H -0.82971 -4.65981 0.49908 0.226
H -7.87258 -2.06774 0.96870 0.274
H 0.77516 5.50512 -5.72480 0.393
H 1.89180 1.39211 5.65752 0.331
H 2.25039 -0.09379 -3.89832 0.348
H 2.61941 1.06992 -5.96891 0.438
H 6.55463 -2.38484 -1.90937 0.277
H -6.74351 -2.63592 -0.25292 0.341
H 4.00363 5.37087 -3.87145 0.302
H -3.23565 -3.48169 -0.64158 0.206
H 1.83759 2.19948 1.20638 0.248
H -8.21004 -1.10118 2.71222 0.090
H 9.47355 -1.66874 -1.22666 0.241
H 3.21120 6.55788 -2.82460 0.236
H 1.45028 -0.30898 6.33999 0.283
H 5.06750 -1.81265 2.28562 0.170
H 2.45143 2.57992 -0.99104 0.201
H 2.54986 -3.46278 2.34658 0.395
H 9.77325 -2.34168 0.53849 0.297
H -9.81452 1.24957 2.93815 0.393
H -3.95109 -1.80428 -0.16636 0.105
```

The charge is 0. As for the HOMO energy: -0.2793 hartree. Its structure (SMILES) is CCCCN[C@@](CCCCOC=O)(OCP(C)CC)[C@@H](N)/C(I)=C(/C)I.COCCNCCOC.COCCNCCOC.

no.,Kohn-Sham gap (eV)
1,7.92
2,7.36